Record 1
Density functional theory data (ωB97M-V/def2-TZVPD) for a 4-piece molecular cluster, CH9NO3 overall at a distorted geometry.

Each line ends with the Löwdin charge.
Cartesian coordinates (Å):
C 2.875 0.852 1.760  0.155
N 2.139 0.326 0.893  0.347
H 2.594 1.844 2.108  0.149
H 3.470 0.169 2.396  0.172
H 2.359 -0.660 0.651  0.178
H -3.542 0.320 0.654  0.015
H -3.459 0.011 2.069  0.045
O -3.509 0.791 1.492  -0.058
H 0.940 -0.797 -2.398  0.025
H 0.850 0.705 -2.135  0.017
O 0.902 0.061 -2.838  -0.032
H -1.241 -1.432 -1.991  0.007
H -2.326 -0.667 -1.168  0.018
O -2.054 -1.524 -1.493  -0.036

The value obtained for the molar mass is 83.09 g mol⁻¹. The HOMO energy (alpha / beta) comes out at -14.17 / -14.17 eV. The total charge is +1. For the gap between HOMO and LUMO (alpha / beta), the calculation gives 7.273 / 3.304 eV. Its energy above the lowest of the compared OMol25 structures with the same formula, charge and spin is 54.41 kcal/mol. Its largest force on an atom is 3.7 eV Å⁻¹. Its expectation value of S² is 0.761. As for the spin multiplicity: 2.

---

Record 2
Density functional theory data (ωB97M-V/def2-TZVPD) for a 4-piece molecular cluster, CH9NO4 overall at a distorted geometry.

Each line ends with the Löwdin charge.
Cartesian coordinates (Å):
C 0.273 0.114 -1.204  -0.384
N -0.262 -1.053 -0.498  0.164
O 1.245 0.802 -0.429  -0.263
H -0.615 0.691 -1.393  0.095
H 0.697 -0.207 -2.143  0.089
H -1.188 -0.817 -0.112  0.003
H 2.353 0.098 0.214  -0.027
H 0.001 1.395 0.695  0.026
O -0.723 1.326 1.424  -0.130
H -0.217 -2.022 -0.741  0.084
H 2.888 0.388 1.678  -0.024
O 3.009 -0.225 0.968  -0.184
H -1.432 0.804 1.101  -0.074
H -3.228 -1.078 0.332  -0.047
O -2.801 -0.215 0.109  -0.328

The value obtained for the molar mass is 99.09 g mol⁻¹. The HOMO energy (alpha / beta) comes out at -5.28 / -4.46 eV. The total charge is -1. For the gap between HOMO and LUMO (alpha / beta), the calculation gives 9.216 / 5.271 eV. Its energy above the lowest of the compared OMol25 structures with the same formula, charge and spin is 39.94 kcal/mol. Its largest force on an atom is 2.9 eV Å⁻¹. Its expectation value of S² is 0.764. As for the spin multiplicity: 2.

---

Record 3
Density functional theory data (ωB97M-V/def2-TZVPD) for a 2-piece molecular cluster, CH9NSi2 overall at a distorted geometry.

Each line ends with the Löwdin charge.
Cartesian coordinates (Å):
C 0.956 1.518 -0.124  -0.288
N 0.587 0.237 0.351  -0.300
Si -2.459 -0.396 0.054  0.724
Si 1.306 -1.226 -0.088  0.406
H 0.439 2.293 0.453  0.060
H 2.036 1.677 -0.008  0.076
H 0.729 1.670 -1.190  0.068
H -3.054 0.800 0.625  -0.156
H -2.627 -1.640 0.774  -0.151
H -2.361 -0.438 -1.392  -0.154
H 2.685 -1.322 0.427  -0.088
H 0.445 -2.240 0.537  -0.098
H 1.414 -1.533 -1.530  -0.099

The value obtained for the molar mass is 91.26 g mol⁻¹. The HOMO energy (alpha / beta) comes out at -9.01 / -7.50 eV. For the gap between HOMO and LUMO (alpha / beta), the calculation gives 8.188 / 6.335 eV. Its energy above the lowest of the compared OMol25 structures with the same formula, charge and spin is 81.64 kcal/mol. Its largest force on an atom is 2.0 eV Å⁻¹. As for the spin multiplicity: 1.

---

> Which of these has the lowest spin multiplicity?

CH9NSi2